No. 1
A structure of composition C14H13GaNO3, computed with the ωB97M-V functional and the def2-TZVPD basis.

Each line ends with the Löwdin charge.
Cartesian coordinates (Å):
N 2.217 -2.400 -4.854  -0.1933
Ga 0.783 -1.100 -4.948  0.1525
O -0.881 -2.020 -4.962  -0.4188
H 1.928 -3.368 -4.957  -0.0708
H 2.954 -2.227 -5.530  -0.0733
H 0.915 -0.214 -6.297  -0.1277
H 0.745 -0.179 -3.617  -0.1134
H -0.728 -2.970 -4.976  -0.0632
C 1.704 3.108 3.569  -0.0690
C 1.192 2.347 4.615  -0.0723
C 0.371 1.267 4.349  -0.0128
C 0.053 0.944 3.035  -0.0835
C 0.557 1.713 1.988  -0.0776
C 1.387 2.793 2.260  -0.0077
C 0.208 1.411 0.560  -0.2753
O 0.646 2.100 -0.333  0.1155
C -0.701 0.260 0.302  -0.0775
C -1.070 -0.037 -1.003  0.0039
C -1.909 -1.107 -1.262  -0.0324
C -2.379 -1.892 -0.216  -0.0567
C -2.020 -1.603 1.090  -0.0153
C -1.184 -0.527 1.357  -0.0941
C -0.827 -0.236 2.770  -0.2819
O -1.228 -0.922 3.689  0.0880
H 2.352 3.950 3.778  0.1020
H 1.437 2.599 5.639  0.1009
H -0.033 0.661 5.148  0.1156
H 1.774 3.373 1.434  0.1190
H -0.692 0.553 -1.828  0.0925
H -2.172 -1.335 -2.288  0.1092
H -3.024 -2.736 -0.423  0.1040
H -2.377 -2.206 1.913  0.1136

Net charge = -1
Energy = -74739.5660 eV
Lowest unoccupied orbital energy = 0.0453 hartree
Spin multiplicity = 1


No. 2
An isolated molecule of C22H17N5O5 in a non-equilibrium geometry, computed with the ωB97M-V functional and the def2-TZVPD basis.

Each line ends with the Löwdin charge.
Cartesian coordinates (Å):
O -2.774 3.972 -3.458  0.0947
N 1.496 4.484 4.085  0.0960
N 2.356 -5.592 -1.139  0.0402
N -1.788 0.123 -0.511  0.2362
O -1.950 5.035 -1.634  0.1227
O -2.607 -0.896 -2.513  0.0635
O 0.947 -0.843 0.658  0.0511
O -1.029 1.039 1.437  0.0653
C -2.231 3.933 -2.358  -0.4337
C 2.408 3.824 3.489  -0.4424
C 1.038 -5.564 -1.135  -0.1448
C 2.795 -4.278 -1.112  -0.1415
C 1.715 -3.440 -1.134  -0.0749
C -2.184 0.174 -1.781  -0.2865
C -1.408 1.214 0.153  -0.3056
C -3.183 -4.075 -0.753  -0.0615
C -3.440 -2.834 -1.374  0.0007
C 2.666 0.569 1.438  0.0060
C -2.188 1.371 -2.454  0.0838
C -1.412 2.457 -0.470  0.0748
C 3.084 1.734 2.109  -0.0072
C 0.739 2.386 2.383  0.0544
C -1.880 -4.564 -0.668  -0.0165
C -1.092 -2.664 -1.920  0.0551
C -2.395 -2.129 -1.947  -0.2638
C 1.290 0.350 1.203  -0.2305
C 0.310 1.272 1.650  -0.1855
C -1.888 2.575 -1.768  -0.0751
C 2.095 2.651 2.623  -0.1399
C -0.784 -3.820 -1.214  -0.1709
N 3.680 4.340 3.706  0.1034
N 0.574 -4.244 -1.173  -0.0235
H 1.725 5.291 4.649  0.0402
H -2.333 5.768 -2.141  0.1346
H -0.039 -0.849 0.523  0.1075
H 0.377 -6.440 -1.177  0.1267
H 3.833 -3.980 -1.044  0.0950
H 1.759 -2.363 -1.199  0.1005
H -3.985 -4.704 -0.313  0.1182
H -4.407 -2.383 -1.358  0.1127
H 3.401 -0.186 1.142  0.1221
H -2.504 1.408 -3.493  0.1359
H -1.155 3.318 0.149  0.1372
H 4.144 1.869 2.274  0.0981
H -0.001 3.072 2.767  0.1179
H -1.660 -5.531 -0.171  0.1143
H -0.275 -2.084 -2.338  0.1288
H 3.721 5.243 4.163  0.0948
H 4.438 3.991 3.149  0.0718

Energy = -40777.3194 eV
Lowest unoccupied orbital energy = -0.0170 hartree
Spin multiplicity = 1